[1]
Molecular formula: C2H4N4S
Method: DFT, ωB97M-V/def2-TZVPD

Last column: Mulliken charge in e.
Cartesian coordinates (Å):
C1 -1.35 -1.37 -0.01  -0.04
C2 0.64 -0.77 -0.05  0.45
H1 -0.15 2.01 0.83  0.27
H2 -0.28 2.14 -0.79  0.29
H3 -2.21 -2.02 -0.08  0.43
H4 2.40 0.63 0.09  0.15
N1 0.26 1.66 -0.05  -0.74
N2 -0.17 0.32 -0.03  0.85
N3 -1.43 -0.06 0.10  -0.85
N4 -0.08 -1.87 -0.03  -0.57
S1 2.37 -0.68 0.01  -0.24

Results
Net charge: 0
Spin multiplicity: 1
Frontier orbital gap (eV): 9.70
SMILES: Nn1ncnc1S
Lowest unoccupied orbital energy (eV): 0.7

***

[2]
Molecular formula: C2H4N6
Method: DFT, ωB97M-V/def2-TZVPD

Last column: Mulliken charge in e.
Cartesian coordinates (Å):
C1 -0.75 1.01 -0.12  0.48
C2 0.74 -1.02 0.13  0.53
H1 -2.58 1.82 -0.65  0.24
H2 -1.38 3.15 -0.25  0.27
H3 1.54 -2.88 0.18  0.25
H4 2.62 -1.83 0.43  0.24
N1 -1.63 2.03 -0.34  -0.41
N2 -1.36 -0.28 -0.10  -0.31
N3 -0.43 -1.26 -0.37  -0.30
N4 1.74 -1.96 -0.03  -0.44
N5 1.10 0.10 0.64  -0.26
N6 0.38 1.13 0.48  -0.30

Results
Net charge: 0
Spin multiplicity: 1
Frontier orbital gap (eV): 8.14
SMILES: Nc1nnc(N)nn1
Lowest unoccupied orbital energy (eV): -0.7

***

[3]
Molecular formula: C2H4N6
Method: DFT, ωB97M-V/def2-TZVPD

Last column: Mulliken charge in e.
Cartesian coordinates (Å):
C1 -0.66 -1.04 -0.26  0.49
C2 0.76 0.89 0.58  0.41
H1 -2.59 -2.10 -0.36  0.27
H2 -1.36 -2.27 -2.28  0.36
H3 1.84 2.56 0.14  0.28
H4 1.88 2.18 1.81  0.28
N1 -1.52 -1.94 -0.85  -0.56
N2 -0.17 -1.09 0.94  -0.36
N3 0.45 0.02 1.37  -0.21
N4 1.30 2.17 0.95  -0.48
N5 0.41 0.80 -0.88  -0.33
N6 -0.33 -0.20 -1.17  -0.15

Results
Net charge: 0
Spin multiplicity: 1
Frontier orbital gap (eV): 8.43
Lowest unoccupied orbital energy (eV): -0.5

***

[4]
Molecular formula: C2H4N6
Method: DFT, ωB97M-V/def2-TZVPD

Last column: Mulliken charge in e.
Cartesian coordinates (Å):
C1 1.31 -0.65 -0.03  0.47
C2 -1.25 0.65 -0.18  0.36
H1 2.41 -1.11 -1.25  0.39
H2 -2.49 1.96 -1.05  0.31
H3 -1.26 -0.13 1.74  0.32
H4 0.73 -0.80 1.70  0.31
N1 2.55 -1.02 -0.10  -0.54
N2 0.80 -0.26 -1.22  -0.12
N3 -0.28 0.33 -1.46  -0.32
N4 -2.38 1.23 -0.12  -0.56
N5 -0.78 -0.23 0.79  -0.31
N6 0.64 0.03 1.18  -0.31

Results
Net charge: 0
Spin multiplicity: 1
Frontier orbital gap (eV): 8.44
SMILES: [H]/N=c1\nn/c(=N\[H])[nH][nH]1
Lowest unoccupied orbital energy (eV): -1.3

***

[5]
Molecular formula: C2H4N6
Method: DFT, ωB97M-V/def2-TZVPD

Last column: Mulliken charge in e.
Cartesian coordinates (Å):
C1 -1.44 -0.89 -0.23  0.18
C2 0.55 0.67 -0.11  0.31
H1 -1.77 0.72 0.90  0.27
H2 -1.51 -1.82 -0.82  0.33
H3 2.44 0.94 0.13  0.26
H4 -0.68 1.80 -0.39  0.27
N1 -2.29 -0.16 0.46  -0.64
N2 -0.12 -0.59 -0.28  0.22
N3 0.79 -1.68 0.04  -0.22
N4 1.94 -1.11 0.21  -0.37
N5 1.78 0.25 0.22  0.07
N6 0.30 1.88 -0.12  -0.68

Results
Net charge: 0
Spin multiplicity: 1
Frontier orbital gap (eV): 9.60
SMILES: [H]/N=C\n1nn[nH]/c1=N/[H]
Lowest unoccupied orbital energy (eV): 0.1

***

[6]
Molecular formula: C2H4NO
Method: DFT, ωB97M-V/def2-TZVPD

Last column: Mulliken charge in e.
Cartesian coordinates (Å):
C1 -1.14 0.11 0.37  0.28
C2 0.16 0.24 -0.16  -0.90
N1 -2.33 0.06 0.08  0.53
O1 -3.40 -0.11 -0.28  -0.27
H1 -1.47 -0.14 1.86  0.35
H2 0.49 -0.71 -0.73  0.31
H3 -0.02 0.95 -0.93  0.33
H4 0.84 0.66 0.40  0.37

Results
Net charge: +1
Spin multiplicity: 1
Frontier orbital gap (eV): 9.23
Lowest unoccupied orbital energy (eV): -7.7

***

[7]
Molecular formula: C2H4NO2
Method: DFT, ωB97M-V/def2-TZVPD

Last column: Mulliken charge in e.
Cartesian coordinates (Å):
O1 0.38 0.20 1.90  -0.73
C1 -0.81 0.09 1.42  0.06
N1 -1.23 0.30 0.19  -0.78
C2 0.92 -0.35 -1.39  -0.03
O2 0.81 -0.77 -2.52  -0.51
H1 -1.63 -0.11 2.27  0.28
H2 -0.47 0.81 -0.24  0.27
H3 1.24 0.69 -1.21  0.25
H4 0.79 -0.86 -0.42  0.21

Results
Net charge: -1
Spin multiplicity: 1
Frontier orbital gap (eV): 7.85
Lowest unoccupied orbital energy (eV): 4.2

***

[8]
Molecular formula: C2H4NO2
Method: DFT, ωB97M-V/def2-TZVPD

Last column: Mulliken charge in e.
Cartesian coordinates (Å):
C1 1.84 0.56 0.08  -0.02
C2 -1.14 0.22 -0.14  0.82
N1 -1.69 -0.91 0.07  -0.32
O1 1.08 -0.32 -0.16  -0.47
O2 -0.96 1.32 -0.27  -0.15
H1 2.85 0.33 -0.22  0.28
H2 1.62 1.62 0.25  0.24
H3 -0.92 -1.54 0.34  0.31
H4 -2.67 -1.28 0.05  0.31

Results
Net charge: +1
Spin multiplicity: 1
Frontier orbital gap (eV): 10.29
Lowest unoccupied orbital energy (eV): -5.2

***

[9]
Molecular formula: C2H4NO2
Method: DFT, ωB97M-V/def2-TZVPD

Last column: Mulliken charge in e.
Cartesian coordinates (Å):
C1 -0.18 0.35 -0.49  -0.08
C2 2.78 0.53 1.58  0.68
N1 -0.07 -0.18 0.69  -0.23
O1 2.65 0.78 0.48  -0.36
O2 2.90 0.19 2.66  -0.30
H1 0.67 0.08 -1.13  0.31
H2 -0.88 1.23 -0.66  0.31
H3 0.42 -1.15 0.69  0.36
H4 -0.38 0.34 1.57  0.31

Results
Net charge: +1
Spin multiplicity: 1
Frontier orbital gap (eV): 10.65
Lowest unoccupied orbital energy (eV): -6.5

***

[10]
Molecular formula: C2H4NO2
Method: DFT, ωB97M-V/def2-TZVPD

Last column: Mulliken charge in e.
Cartesian coordinates (Å):
C1 0.11 1.00 0.23  -0.38
C2 -0.85 -1.17 -0.25  -0.16
N1 1.23 0.48 0.02  0.63
O1 2.29 0.23 -0.21  -0.19
O2 0.18 -1.47 0.26  -0.37
H1 -0.07 2.04 -0.18  0.36
H2 -0.32 0.83 1.12  0.42
H3 -1.74 -1.54 0.06  0.37
H4 -0.83 -0.39 -1.07  0.33

Results
Net charge: +1
Spin multiplicity: 1
Frontier orbital gap (spin up / spin down) (eV): 8.34 / 8.34
Lowest unoccupied orbital energy (spin up / spin down) (eV): -7.5 / -7.5

***

[11]
Molecular formula: C2H4NO2
Method: DFT, ωB97M-V/def2-TZVPD

Last column: Mulliken charge in e.
Cartesian coordinates (Å):
C1 -1.53 -0.06 -0.08  0.40
C2 -0.18 -0.14 -0.56  0.10
N1 1.05 0.18 0.39  -0.46
O1 -2.54 0.49 0.30  -0.40
O2 -1.01 -1.24 -0.17  -0.26
H1 -0.01 -0.06 -1.63  0.40
H2 0.75 0.57 1.26  0.38
H3 1.61 0.87 -0.16  0.40
H4 1.86 -0.60 0.65  0.44

Results
Net charge: +1
Spin multiplicity: 1
Frontier orbital gap (eV): 10.92
SMILES: [NH3+][C@H]1OC1=O
Lowest unoccupied orbital energy (eV): -4.9

***

[12]
Molecular formula: C2H4NO2
Method: DFT, ωB97M-V/def2-TZVPD

Last column: Mulliken charge in e.
Cartesian coordinates (Å):
C1 1.07 0.44 -2.06  0.67
C2 -1.09 0.25 0.27  -0.17
N1 -0.44 -0.53 1.26  -0.39
O1 1.25 0.44 -3.18  -0.22
O2 0.86 0.33 -0.93  -0.44
H1 -0.92 1.43 0.27  0.24
H2 0.23 -1.19 0.71  0.45
H3 -1.17 -1.27 1.67  0.45
H4 0.20 0.10 1.99  0.41

Results
Net charge: +1
Spin multiplicity: 1
Frontier orbital gap (spin up / spin down) (eV): 8.76 / 8.74
Lowest unoccupied orbital energy (spin up / spin down) (eV): -6.0 / -6.1

***

Computed ΔE to the lowest compared entry with this formula, charge and spin, in the same sequence as the records: 1.270, 1.915, 4.539, 4.649, 2.258, 4.550, 2.054, 1.233, 0.000, 5.954, 1.996, 3.624 eV.
Computed electronic energy, in the same sequence as the records: -695.7852, -407.0465, -406.9501, -406.9461, -407.0339, -208.1034, -283.8355, -283.5108, -283.5562, -283.3374, -283.4828, -283.4230 hartree.